This record from the OMol25 dataset describes a 3-piece molecular cluster, C16H31NO12S overall. The level of theory is ωB97M-V/def2-TZVPD.

Properties
SMILES ... CCOCC[C@@H]1OC(=O)O[C@]1(N)S(C)(=O)=O.CCOC(=O)OC.CCOC(=O)OC
ΔE to the lowest compared entry with this formula, charge and spin ... 0.000 eV
Molecular weight ... 461.49 g/mol
HOMO ... -10.10 eV

The geometry in ORCA input format:
```
! RIJCOSX wB97M-V def2-TZVPD def2/J DEFGRID3
* xyz 0 1
S -0.88 1.64 0.46
O 0.51 -1.97 1.18
O 0.45 -6.09 -2.98
O 1.93 -1.55 2.87
O -1.89 1.27 -0.50
O 2.59 8.38 -1.90
O 1.12 -4.78 -1.41
O 2.19 -6.74 -1.70
O 1.42 8.40 0.03
O 0.85 0.13 1.81
O -2.54 -2.40 2.01
O -0.09 2.82 0.24
O 1.34 6.68 -1.43
N 1.44 0.58 -0.37
C 1.33 -5.96 -2.00
C -2.64 -1.53 0.92
C -1.74 -1.99 3.11
C 1.19 -1.19 2.03
C -0.14 -8.47 -2.94
C -1.01 6.56 -0.76
C 0.39 6.00 -0.58
C -2.56 -2.00 4.39
C 3.10 9.67 -1.57
C 1.99 -4.49 -0.31
C -0.11 -1.21 0.13
C -1.58 1.81 2.09
C 0.52 -7.34 -3.70
C -1.53 -1.70 -0.12
C 1.74 7.87 -1.00
C 0.34 0.24 0.50
H 0.72 6.07 0.45
H -1.90 -1.94 5.25
H 0.40 -8.68 -2.02
H -1.17 -8.21 -2.70
H -2.74 -0.49 1.25
H 0.00 -7.14 -4.64
H -1.07 7.59 -0.42
H 2.30 10.41 -1.59
H -3.15 -2.92 4.45
H 1.56 -7.56 -3.92
H 1.92 1.39 0.03
H 3.55 9.66 -0.58
H -1.42 -2.78 -0.26
H -1.31 6.51 -1.81
H 1.79 -5.16 0.53
H -2.50 1.24 2.17
H -3.57 -1.78 0.43
H 3.84 9.89 -2.33
H 3.04 -4.58 -0.61
H -1.35 -0.98 2.94
H 1.11 0.86 -1.29
H 1.76 -3.47 -0.02
H -0.88 -2.65 3.20
H -0.84 1.49 2.82
H -0.15 -9.37 -3.56
H 0.44 -1.42 -0.79
H -1.76 2.87 2.20
H -3.25 -1.15 4.43
H 0.43 4.96 -0.89
H -1.84 -1.28 -1.07
H -1.71 5.96 -0.17
*
```